DFT (ωB97M-V with the def2-TZVPD basis set) results for 11 unconnected molecules or ions with the total composition C33H68BO11P at a distorted geometry.

The HOMO-LUMO gap is 7.54 eV. The calculation puts the molar mass at 682.68 g mol⁻¹. Its HOMO energy is -7.2 eV. The SMILES is C=CPB(C)O.CC(C)=O.CC(C)=O.CC(C)=O.CC(C)=O.CC(C)=O.CC(C)=O.CC(C)=O.CC(C)=O.CC(C)=O.CC(C)=O.

Each line ends with the Löwdin charge.
Geometry (Å):
C -5.534 4.986 -5.775  -0.07
C -6.332 5.820 -5.042  -0.49
P -7.796 6.454 -5.893  0.94
B -9.150 5.067 -5.880  -0.70
C -8.946 3.610 -5.347  -0.05
O -10.409 5.386 -6.347  0.05
H -5.883 3.997 -6.053  0.05
H -4.563 5.289 -6.157  0.05
H -6.152 6.104 -4.015  0.03
H -7.446 6.581 -7.253  -0.07
H -9.701 3.348 -4.607  0.07
H -7.972 3.434 -4.905  0.02
H -9.075 2.904 -6.169  0.07
H -10.529 6.338 -6.202  0.08
C -4.685 2.219 -1.847  -0.02
C -5.383 3.501 -2.207  -0.49
O -4.773 4.474 -2.594  0.05
C -6.884 3.517 -2.063  -0.01
H -3.613 2.340 -1.993  0.08
H -4.876 1.969 -0.801  0.09
H -5.042 1.401 -2.486  0.05
H -7.165 3.322 -1.030  0.05
H -7.329 2.756 -2.705  0.09
H -7.266 4.495 -2.356  0.08
C -3.426 -1.972 -3.171  -0.01
C -4.649 -1.366 -3.800  -0.48
O -5.171 -0.369 -3.351  0.04
C -5.205 -2.056 -5.021  -0.02
H -3.133 -1.382 -2.306  0.09
H -3.641 -2.990 -2.843  0.05
H -2.603 -1.982 -3.888  0.09
H -5.489 -3.079 -4.772  0.09
H -4.456 -2.071 -5.814  0.08
H -6.083 -1.519 -5.373  0.08
C -3.944 -7.072 -1.237  -0.02
C -3.072 -5.839 -1.240  -0.49
O -3.518 -4.755 -1.538  0.06
C -1.625 -6.016 -0.857  -0.02
H -4.956 -6.802 -1.530  0.08
H -3.554 -7.806 -1.943  0.08
H -3.969 -7.509 -0.238  0.08
H -1.140 -6.708 -1.548  0.09
H -1.556 -6.406 0.160  0.09
H -1.117 -5.056 -0.901  0.05
C 0.209 -1.300 1.315  -0.02
C -0.108 -2.772 1.242  -0.49
O -0.033 -3.388 0.205  0.06
C -0.526 -3.449 2.527  -0.02
H 0.497 -0.941 0.332  0.07
H -0.671 -0.749 1.655  0.09
H 1.037 -1.133 2.005  0.08
H -1.432 -2.983 2.916  0.08
H 0.271 -3.367 3.268  0.08
H -0.723 -4.501 2.335  0.07
C 4.175 0.420 0.898  -0.01
C 3.833 -0.111 -0.470  -0.49
O 2.819 -0.749 -0.661  0.04
C 4.807 0.175 -1.578  -0.02
H 3.391 0.140 1.601  0.07
H 5.123 -0.003 1.230  0.06
H 4.255 1.508 0.867  0.09
H 5.772 -0.262 -1.339  0.05
H 4.916 1.253 -1.709  0.09
H 4.437 -0.259 -2.506  0.08
C 6.270 -5.185 0.023  -0.02
C 5.605 -3.872 -0.314  -0.49
O 6.252 -2.920 -0.688  0.06
C 4.108 -3.801 -0.161  0.00
H 7.344 -5.098 -0.129  0.08
H 6.079 -5.441 1.066  0.08
H 5.883 -5.976 -0.622  0.08
H 3.833 -4.001 0.876  0.09
H 3.627 -4.533 -0.813  0.09
H 3.767 -2.806 -0.432  0.05
C 9.706 0.627 0.290  -0.02
C 8.335 0.039 0.520  -0.48
O 7.339 0.567 0.079  0.05
C 8.249 -1.234 1.320  -0.02
H 9.617 1.538 -0.298  0.08
H 10.174 0.866 1.247  0.08
H 10.331 -0.085 -0.250  0.09
H 8.650 -1.071 2.323  0.09
H 8.814 -2.025 0.825  0.09
H 7.213 -1.543 1.402  0.04
C 6.144 -0.014 4.403  -0.01
C 5.776 -1.470 4.278  -0.49
O 5.835 -2.047 3.216  0.05
C 5.333 -2.176 5.535  -0.02
H 6.441 0.368 3.428  0.07
H 5.286 0.558 4.761  0.09
H 6.974 0.107 5.099  0.06
H 4.442 -1.693 5.940  0.09
H 6.129 -2.147 6.280  0.09
H 5.100 -3.213 5.305  0.08
C -8.785 4.177 1.406  -0.02
C -9.011 2.686 1.324  -0.50
O -8.877 2.079 0.287  0.07
C -9.415 1.985 2.598  -0.03
H -8.503 4.557 0.427  0.07
H -9.700 4.676 1.728  0.09
H -7.985 4.395 2.115  0.09
H -10.356 2.395 2.968  0.08
H -8.641 2.113 3.357  0.08
H -9.545 0.924 2.401  0.08
C 10.002 3.023 6.949  -0.02
C 8.614 2.804 6.402  -0.50
O 8.073 1.724 6.466  0.06
C 7.929 3.990 5.770  -0.02
H 10.375 2.094 7.373  0.08
H 10.672 3.344 6.150  0.09
H 9.979 3.785 7.730  0.09
H 8.514 4.351 4.922  0.09
H 7.821 4.792 6.501  0.09
H 6.943 3.695 5.419  0.08

Force components x, y, z for each atom (eV/Å):
0.2 0.5 -0.1
-0.7 -0.8 -0.3
-0.5 -0.5 1.2
-0.4 -0.4 -0.4
0.2 0.1 0.0
0.2 0.6 0.7
-0.7 0.5 -1.6
0.9 -0.8 1.4
1.0 1.5 -0.4
0.1 -0.4 0.1
-0.2 0.1 0.1
0.2 0.0 0.0
0.0 -0.1 -0.2
-0.2 -0.3 -0.6
0.1 0.1 -0.2
0.1 0.0 0.0
0.0 0.0 0.1
0.1 0.3 -0.1
0.0 0.0 0.0
-0.1 -0.1 -0.1
0.0 0.3 0.4
-0.1 -0.2 -0.1
0.0 -0.1 0.2
0.0 0.0 0.0
-0.1 0.2 0.1
0.1 0.0 0.0
-0.1 -0.3 -0.2
-0.2 0.2 0.0
0.0 0.0 0.0
0.1 0.0 -0.1
0.0 -0.2 0.0
0.1 -0.1 -0.1
0.0 -0.2 0.0
0.0 0.0 0.0
-0.2 0.2 -0.1
0.1 0.0 0.0
-0.1 -0.1 0.0
0.0 0.3 -0.2
0.0 0.0 0.0
0.1 -0.1 0.1
0.1 -0.1 0.0
0.0 -0.1 0.1
0.1 -0.2 -0.1
0.0 0.0 0.1
-0.1 0.0 -0.3
0.0 0.1 0.0
0.0 0.0 0.0
0.0 -0.2 -0.1
0.1 0.0 0.0
0.1 0.0 0.2
-0.1 0.1 0.1
0.1 0.1 0.1
-0.1 0.1 0.1
0.0 0.0 0.0
-0.2 -0.1 0.1
0.0 0.1 -0.1
0.0 0.0 0.0
-0.3 -0.1 -0.3
0.0 0.0 0.0
0.1 0.1 -0.1
0.2 0.0 0.0
0.1 0.1 0.1
0.2 0.0 0.1
-0.1 0.0 0.0
0.2 0.1 -0.1
-0.1 0.0 0.0
0.0 0.0 0.0
0.2 0.2 -0.1
0.0 0.0 0.0
-0.1 -0.1 0.0
-0.1 -0.1 0.1
0.0 -0.1 0.0
0.0 -0.1 0.1
-0.1 -0.1 0.0
-0.1 0.2 -0.1
0.0 -0.2 0.0
0.2 0.2 0.1
-0.1 0.1 -0.1
0.0 0.0 0.0
0.1 -0.1 0.0
0.1 0.0 0.1
0.1 -0.1 0.0
0.1 0.0 0.1
0.0 0.0 0.0
0.1 -0.1 -0.3
0.0 0.1 -0.1
-0.1 -0.1 0.0
0.0 -0.2 -0.2
0.0 0.0 0.0
0.1 0.0 0.2
-0.1 0.1 0.2
0.1 0.1 0.1
-0.1 0.1 0.1
0.0 0.0 0.0
0.0 0.0 -0.2
0.0 0.0 0.0
0.0 0.0 0.0
0.0 -0.2 -0.1
0.0 0.0 0.0
0.1 0.0 0.1
-0.1 0.0 0.1
0.1 0.1 0.1
-0.1 0.1 0.1
0.0 0.0 0.0
0.0 -0.2 0.1
0.0 0.0 0.0
0.0 0.0 0.0
-0.2 -0.2 0.0
0.0 0.0 0.0
0.0 0.2 0.1
0.1 0.1 -0.1
0.1 0.1 0.1
0.1 0.1 -0.1
0.0 0.0 0.0